2 unconnected molecules or ions with the total composition H6NS2 in a non-equilibrium geometry, computed with ωB97M-V/def2-TZVPD.

The orbital gap is 9.36 eV. As for the total charge: +1. The value obtained for the relative energy (zero: lowest compared OMol25 entry of this formula, charge and spin) is 0.574 eV. The HOMO energy comes out at -13.39 eV.

The geometry in XYZ format:
```
9
Properties=species:S:1:pos:R:3:forces:R:3:lowdin_charge:R:1
N 2.584 0.385 0.175 -4.0 0.6 -1.3 0.322
H 2.445 1.363 0.111 0.9 2.0 0.5 0.133
H 1.512 0.193 0.313 1.6 -1.2 0.0 0.051
H 3.173 0.076 0.882 1.2 -0.5 2.0 0.125
H 2.938 0.154 -0.725 0.2 -0.9 -1.1 0.143
S -0.701 -0.458 0.935 -0.1 -0.6 -0.7 0.301
S -0.910 0.305 -0.984 1.1 1.0 0.0 0.270
H -0.437 -1.723 0.506 0.1 0.3 0.4 -0.152
H -1.935 -0.308 -1.525 -0.9 -0.6 0.1 -0.193
```
Forces are in eV/Å.

---

A molecular structure, H6O11S2Zn in a non-equilibrium geometry, computed with ωB97M-V/def2-TZVPD.

The orbital gap is 4.76 eV. As for the total charge: -2. The value obtained for the relative energy (zero: lowest compared OMol25 entry of this formula, charge and spin) is 1.168 eV. The HOMO energy comes out at -0.93 eV.

The geometry in XYZ format:
```
20
Properties=species:S:1:pos:R:3:forces:R:3:lowdin_charge:R:1
Zn -8.675 11.057 -1.573 -0.7 1.3 0.2 0.619
S -7.664 13.166 -2.768 0.7 0.2 -0.5 0.288
O -8.773 12.223 -3.211 0.1 0.2 -0.4 -0.420
O -6.607 13.200 -3.804 -0.2 -0.3 0.2 -0.438
O -8.144 14.501 -2.448 0.0 -0.4 0.0 -0.369
O -7.139 12.441 -1.530 0.0 0.0 0.2 -0.440
S -11.659 11.823 -0.207 -0.2 -0.6 0.0 0.241
O -11.816 12.952 0.720 0.0 -0.2 -0.1 -0.427
O -12.389 12.011 -1.475 0.2 -0.1 0.3 -0.432
O -10.171 11.669 -0.510 0.2 0.2 0.3 -0.453
O -12.044 10.531 0.441 -0.1 0.1 -0.1 -0.485
O -8.221 9.968 0.220 0.6 -0.6 0.1 -0.024
H -8.695 10.121 1.044 -0.4 0.3 -0.2 0.083
H -7.483 9.384 0.399 0.1 0.1 0.1 0.059
O -7.013 9.856 -2.838 -0.2 -0.8 0.0 -0.035
H -6.474 9.098 -2.604 0.2 0.0 0.0 0.048
H -6.705 10.175 -3.692 -0.1 0.5 0.1 0.067
O -9.744 9.357 -2.202 0.0 -0.6 -0.3 -0.022
H -9.389 8.657 -2.752 0.0 0.0 -0.1 0.055
H -10.647 9.133 -1.950 -0.2 0.4 0.3 0.085
```
Forces are in eV/Å.

---

2 unconnected molecules or ions with the total composition H6O2SSi2 in a non-equilibrium geometry, computed with ωB97M-V/def2-TZVPD.

The orbital gap (alpha / beta) is 7.74 / 7.77 eV. The value obtained for the relative energy (zero: lowest compared OMol25 entry of this formula, charge and spin) is 0.000 eV. The HOMO energy (alpha / beta) comes out at -9.34 / -9.37 eV.

The geometry in XYZ format:
```
11
Properties=species:S:1:pos:R:3:forces:R:3:lowdin_charge:R:1
O -3.413 -0.564 -0.085 0.1 -1.6 0.2 -0.732
O 0.125 -0.031 0.225 -1.0 -1.5 -0.4 -0.597
Si 0.519 1.512 0.226 1.7 -0.7 3.2 0.471
Si -0.274 -1.601 -0.036 -1.7 1.0 1.4 0.529
S -3.627 0.848 -0.339 -0.2 1.7 -0.3 0.721
H -0.212 2.130 -0.758 -0.9 1.4 -1.8 -0.095
H 0.145 1.974 1.627 0.1 0.3 -0.8 -0.051
H 2.021 1.493 0.196 -0.4 0.5 -0.4 -0.053
H -0.581 -1.880 -1.385 -0.3 -0.1 -1.4 -0.090
H -1.639 -1.932 0.715 1.9 0.1 -0.4 -0.030
H 0.988 -2.182 0.246 0.7 -1.2 0.6 -0.072
```
Forces are in eV/Å.